Run 1
ORCA calculation (ωB97M-V with the def2-TZVPD basis set) on a gas-phase ion, C2H4BrN2 (charge +1).

XYZ file:
```
9
C2H4BrN2 ωB97M-V with the def2-TZVPD basis set
N 0.51763 -0.03009 0.43669
C 0.89772 -0.48336 1.53411
H 0.84232 -1.58613 1.65392
N -0.37789 0.47096 -1.61700
H -1.22591 0.47053 -2.33378
Br -2.30589 0.35526 0.44169
H 0.51322 0.56602 -1.97195
H 1.64015 0.08031 2.21177
C -0.50135 0.15649 -0.35546
```

Results
LUMO level in eV: -5.8
Charge: +1
HOMO in eV: -15.42
SMILES string: C=NC(=[NH2+])Br
Molar mass in g mol⁻¹: 135.97

***

Run 2
ORCA calculation (ωB97M-V with the def2-TZVPD basis set) on a gas-phase ion, C2H4BrN2 (charge +1).

XYZ file:
```
9
C2H4BrN2 ωB97M-V with the def2-TZVPD basis set
H 0.84262 0.42981 0.04581
N -1.24226 -0.31554 -0.20845
Br -4.33478 -0.20925 -0.09965
H 0.51914 -1.07247 -1.01874
C -3.07929 0.99406 -0.06910
C 0.14141 -0.47592 -0.11057
N -1.78755 0.70182 0.12231
H 0.05837 -1.31496 0.73412
H -1.23530 1.53306 0.30985
```

Results
LUMO level (spin up / spin down) in eV: -7.2 / -7.3
Charge: +1
HOMO (spin up / spin down) in eV: -14.80 / -14.14
Molar mass in g mol⁻¹: 135.97

***

Which one sits at the top of the stability order? run 1 does.

***

Run 1
ORCA calculation (ωB97M-V with the def2-TZVPD basis set) on C24H20N4O5S in the gas phase.

XYZ file:
```
54
C24H20N4O5S ωB97M-V with the def2-TZVPD basis set
C -0.11265 -4.18431 1.41718
C -2.01260 1.68257 0.87896
H 3.86658 -0.89462 -0.64532
O -0.33030 3.21305 1.47973
C 1.18126 -1.01621 -2.77639
C -0.57081 -2.89075 1.64241
C 2.44033 4.68835 -2.56127
S 2.32162 -2.68652 -0.19698
O -3.40369 -1.11907 3.07081
O 2.50867 0.63547 -2.09240
H 3.01568 4.93562 -3.45617
C 2.30521 -0.68521 -2.06055
H 0.77942 -1.99963 -2.91558
C -1.11446 2.69062 0.50137
O 0.65319 3.14847 -3.79756
H -2.94656 1.06792 2.73766
N 0.13228 -1.76319 1.25522
H -3.54711 0.35346 0.23788
C 1.31573 -1.51394 0.59444
C -2.82971 1.55308 -1.38568
C -0.87275 -5.25779 1.83896
C 0.82172 3.92567 1.09410
C -2.08536 -5.05697 2.48605
H 1.42932 5.08591 -2.67317
H -0.51351 -6.26018 1.66356
H 1.38716 4.08674 2.01084
H -0.39807 3.86989 -1.14413
H 0.83220 -4.34005 0.92064
H 2.92454 5.10004 -1.67861
N 0.53645 0.40905 1.15156
C -2.86167 1.13256 -0.06693
C 3.24087 -1.52631 -1.27381
C -2.32123 -1.32078 2.55960
H 1.42494 3.34226 0.39334
C -2.53816 -3.77467 2.71481
C -1.08546 3.10330 -0.82607
H -1.86892 2.85943 -2.78871
H 3.85489 -2.17033 -1.90501
H -0.20468 0.33772 -3.87786
C 0.66859 0.19266 -3.27696
C 1.51776 1.17854 -2.83065
C -0.30920 -0.49130 1.56443
C -1.93034 2.53324 -1.76160
H -3.47422 -3.58426 3.21722
C 1.45922 2.61907 -3.06998
C -1.78897 -2.67445 2.30105
H 0.56909 4.89691 0.65418
O 2.40110 3.28110 -2.38376
H -2.66988 -5.90321 2.81177
N -1.49898 -0.27985 2.18279
N 1.54681 -0.23484 0.54650
H -3.49465 1.11154 -2.11223
H -1.26310 1.67542 2.88078
C -1.96125 1.10417 2.26805
```

Results
LUMO level in eV: 0.2
HOMO in eV: -8.19
SMILES string: COC(=O)c1ccc(CSc2nnc3n(Cc4ccccc4OC)c(=O)c4ccccc4n23)o1
Molar mass in g mol⁻¹: 476.51

***

Run 2
ORCA calculation (ωB97M-V with the def2-TZVPD basis set) on C24H20N4O5S in the gas phase.

XYZ file:
```
54
C24H20N4O5S ωB97M-V with the def2-TZVPD basis set
C -5.44433 -0.65161 0.03837
H -1.00587 3.49772 0.20570
H 2.18855 -2.45607 1.39813
C 1.93875 2.54858 2.50970
C 0.34136 1.94290 0.80876
O 2.74663 -0.14444 -1.61103
C -5.83013 1.10285 -1.26963
C -5.50885 -1.75276 1.00100
C 2.92356 0.67281 -2.74072
C -4.33162 -3.52642 1.96412
H 1.92667 1.02198 -3.00830
H -5.11767 -4.24079 1.71023
C -0.18609 3.22934 0.85275
C 2.16254 -1.89705 0.45924
N -0.18141 -1.06233 -0.94223
O -4.32331 -0.42733 -0.67794
C 3.82610 -0.81149 -1.10138
H 6.72539 -2.78488 0.51697
N -0.14253 0.95367 -0.03063
C -3.47255 1.11129 -2.34765
H -2.88558 0.28836 -2.75394
H -7.39437 0.32679 0.11790
H -0.06913 5.15192 1.75779
C 5.91689 -2.23443 0.06168
O -6.48847 -2.01688 1.65650
C 0.34658 4.15639 1.72734
O 2.98860 -0.05838 2.29243
C 4.62166 -2.39124 0.52521
H 1.55485 -2.42622 -0.27847
C 2.04672 0.26015 1.59645
H 4.42212 -3.06285 1.34632
H -3.85751 1.76712 -3.12461
H 7.16961 -1.22521 -1.34987
H 5.34414 0.02858 -2.36876
S -2.26970 2.12080 -1.38231
C -1.16129 0.85185 -0.95524
H -3.35033 -3.98118 1.85767
H 1.81412 4.55198 3.23855
C 1.41675 1.59475 1.63790
C 0.43388 -0.29992 -0.08357
N -1.17271 -0.33565 -1.48632
C 6.16436 -1.36266 -0.98029
C -6.40883 0.27092 -0.29531
C -4.55762 0.62674 -1.47130
N 1.49458 -0.62537 0.69658
H 3.34371 0.11202 -3.58097
C 1.40634 3.81955 2.55935
H -4.48898 -3.18386 2.98934
O -4.35576 -2.42780 1.06702
H 3.56138 1.53546 -2.51955
H -6.28534 1.93672 -1.76339
H 2.76838 2.25483 3.13459
C 3.56855 -1.69792 -0.04418
C 5.12724 -0.65134 -1.56004
```

Results
LUMO level in eV: 0.3
HOMO in eV: -8.16
SMILES string: COC(=O)c1ccc(CSc2nnc3n(Cc4ccccc4OC)c(=O)c4ccccc4n23)o1
Molar mass in g mol⁻¹: 476.51

***

Which one sits at the top of the stability order? run 1 does.

***

Run 1
ORCA calculation (ωB97M-V with the def2-TZVPD basis set) on CH2O2S3 in the gas phase.

XYZ file:
```
8
CH2O2S3 ωB97M-V with the def2-TZVPD basis set
H -0.14277 1.46590 0.92881
O -2.51298 -0.84088 -1.34696
C 0.14149 -0.51895 -0.42928
S 0.17048 -0.14196 -2.29530
O -1.84190 1.50717 -0.65731
S -1.42924 0.07818 -1.10265
H 0.23836 -1.54002 -0.37743
S 0.94305 0.62298 0.68669
```

Results
LUMO level in eV: -0.5
HOMO in eV: -10.09
SMILES string: O=S1(=O)S[C@H]1S
Molar mass in g mol⁻¹: 142.23

***

Run 2
ORCA calculation (ωB97M-V with the def2-TZVPD basis set) on 2 unconnected molecules or ions with the total composition CH2O2S3.

XYZ file:
```
8
CH2O2S3 ωB97M-V with the def2-TZVPD basis set
S -0.72251 -2.02309 -0.50756
S 0.52583 0.63192 0.01903
O 0.15277 1.47703 2.99166
S -0.14592 2.78017 2.44624
O -1.54235 3.03896 2.43193
H 0.65585 0.63745 -1.40598
H -0.14444 -0.86536 1.47861
C -0.16836 -0.80321 0.44209
```

Results
LUMO level in eV: -1.4
HOMO in eV: -8.91
Molar mass in g mol⁻¹: 142.23

***

Which one sits at the top of the stability order? run 2 does.

***

Run 1
ORCA calculation (ωB97M-V with the def2-TZVPD basis set) on CH2O2S3 in the gas phase.

XYZ file:
```
8
CH2O2S3 ωB97M-V with the def2-TZVPD basis set
H -0.11150 0.66485 1.51250
S 2.38038 1.40006 -0.09184
O 1.24410 -0.86608 -1.42367
S -1.06476 0.23220 -0.59241
H -0.76621 -0.68803 -1.46198
C 0.10760 0.20208 0.59581
O 2.42396 -1.37062 0.66257
S 1.69932 -0.44025 -0.13134
```

Results
LUMO level (spin up / spin down) in eV: -2.3 / -2.3
HOMO (spin up / spin down) in eV: -9.52 / -9.52
Molar mass in g mol⁻¹: 142.23

***

Run 2
ORCA calculation (ωB97M-V with the def2-TZVPD basis set) on CH2O2S3 in the gas phase.

XYZ file:
```
8
CH2O2S3 ωB97M-V with the def2-TZVPD basis set
S -1.88895 -1.72608 0.00250
O -2.93373 0.93340 0.52618
S -2.00217 0.24685 -0.29947
C -0.66587 -0.46769 0.45942
O -1.89163 0.86746 -1.58391
H -0.26237 -0.42510 1.38396
S 1.22636 -0.34907 -0.62433
H 1.43818 0.86418 0.04567
```

Results
LUMO level in eV: -0.8
HOMO in eV: -10.06
SMILES string: O=S1(=O)S[C@H]1S
Molar mass in g mol⁻¹: 142.23

***

Which one sits at the top of the stability order? run 1 does.

***

Run 1
ORCA calculation (ωB97M-V with the def2-TZVPD basis set) on 2 unconnected molecules or ions with the total composition C2H2Cl2O2.

XYZ file:
```
8
C2H2Cl2O2 ωB97M-V with the def2-TZVPD basis set
C -2.82129 2.17198 -1.55651
O -2.03789 2.87267 -1.10074
Cl -0.98959 -0.53536 -1.45921
Cl -1.08026 -1.45563 1.17726
H -0.13683 0.56694 0.28362
H 0.77092 -0.89655 -0.04615
O -3.60191 1.58325 -2.15184
C -0.10178 -0.43100 0.06613
```

Results
LUMO level in eV: 0.5
HOMO in eV: -10.92
SMILES string: ClCCl.O=C=O
Molar mass in g mol⁻¹: 128.94

***

Run 2
ORCA calculation (ωB97M-V with the def2-TZVPD basis set) on C2H2Cl2O2 in the gas phase.

XYZ file:
```
8
C2H2Cl2O2 ωB97M-V with the def2-TZVPD basis set
H -0.71997 0.10156 -1.76393
O 2.68625 0.29627 0.76549
C 0.40806 -0.37092 0.34251
Cl -2.15602 -0.80956 -0.17370
H -0.06808 -1.16156 0.96194
Cl -0.89479 2.03862 -0.40528
O 1.54746 -0.27064 0.88580
C -0.80291 0.17623 -0.61283
```

Results
LUMO level in eV: -1.0
HOMO in eV: -9.76
Molar mass in g mol⁻¹: 128.94

***

Which one sits at the top of the stability order? run 1 does.

***

Run 1
ORCA calculation (ωB97M-V with the def2-TZVPD basis set) on a gas-phase ion, C9H16N6 (charge +2).

XYZ file:
```
31
C9H16N6 ωB97M-V with the def2-TZVPD basis set
H -0.64662 -1.61322 4.02119
H 1.69389 -1.66811 0.84263
H -1.30995 0.85176 0.63470
C 0.15590 -1.19351 2.28065
C -0.33390 -0.53976 -2.63457
H -1.19086 -1.17876 -2.28364
C -1.92166 -2.08801 1.36027
H -0.75929 2.81428 -1.48081
C 0.63360 -0.43789 -1.50846
H 2.39620 0.31943 0.25667
C -0.76632 2.49403 -0.49008
N 1.72552 -1.07883 -1.86508
H 2.65119 -1.02569 -1.56953
H -0.79937 0.32754 -3.12770
H -1.43797 2.89467 0.16051
C 0.54608 -1.20383 -3.63206
C -0.89290 0.96706 -0.32697
H 0.41804 -1.59810 -4.73472
C 1.38732 0.33389 0.64131
N -2.70854 -2.76050 0.81411
N -0.84174 -1.59329 1.50687
H 2.31936 -0.80811 2.29815
H 1.31948 1.34551 1.11979
N 1.72206 -1.44726 -3.20512
N 0.33121 0.20568 -0.34117
N 0.10393 -1.18398 3.59554
H -3.59476 -3.13757 0.65985
H 0.86337 -0.87846 4.11917
H 0.06408 2.94795 -0.03118
C 1.41177 -0.86727 1.56342
H -1.60901 0.49431 -0.94853
```

Results
LUMO level in eV: -7.6
Charge: +2
HOMO in eV: -16.66
SMILES string: CC/[N+](CC/C(N)=N/C#[NH+])=C1\CC=NN1
Molar mass in g mol⁻¹: 208.27

***

Run 2
ORCA calculation (ωB97M-V with the def2-TZVPD basis set) on a gas-phase ion, C9H16N6 (charge +2).

XYZ file:
```
31
C9H16N6 ωB97M-V with the def2-TZVPD basis set
C -1.67634 -0.54210 2.76589
C -0.68613 1.51286 -1.44127
H 1.93816 -1.40314 1.09830
N 0.17254 -2.56266 -1.29386
H -1.22786 2.35349 -0.78530
N -0.34989 0.95655 1.91632
H 0.13867 -3.35060 -1.92356
N -1.24445 0.72190 2.94480
C -0.39860 -1.42644 -1.35677
H 2.41866 1.15932 1.29728
N 0.68338 -0.09985 0.01292
N -2.93718 0.88591 -2.05923
C -1.01513 -1.10192 1.68524
H -3.56252 0.16424 -2.36381
C 2.95200 0.37785 0.92974
H 0.57168 -2.83413 -0.40374
H -0.43477 2.00901 -2.48326
H 1.38943 0.95585 -1.64861
C 0.66755 1.13644 -0.83430
H -2.21485 -1.06972 3.54298
H 2.30394 -1.13815 -0.58519
H 0.07171 1.82556 1.87305
H -1.15452 -2.18374 1.44200
H 3.48721 -0.07820 1.67572
C -0.23554 -0.13046 1.04233
C -1.71688 0.53059 -1.73664
H 3.64026 0.77495 0.19410
N -1.38982 -0.77865 -1.70654
H -3.22011 1.86479 -2.00699
H 1.03746 2.04829 -0.14399
C 1.99194 -0.57784 0.35237
```

Results
LUMO level in eV: -9.3
Charge: +2
HOMO in eV: -16.09
SMILES string: CCN(CCC(=[NH2+])N=C=[NH2+])c1ccn[nH]1
Molar mass in g mol⁻¹: 208.27

***

Which one sits at the top of the stability order? run 1 does.

***

Run 1
ORCA calculation (ωB97M-V with the def2-TZVPD basis set) on C12H13N in the gas phase.

XYZ file:
```
26
C12H13N ωB97M-V with the def2-TZVPD basis set
C -0.31125 0.71160 1.70912
H 0.24188 -2.77438 -2.45617
H 1.94632 -3.84587 0.38945
H -1.30823 1.91224 -2.61199
H 1.95600 -3.26871 -2.00362
C 1.33570 -2.40483 1.96289
C -0.71844 1.23964 -0.51317
H -1.26706 3.23039 -1.30321
C 1.60465 -2.86723 0.55477
H 1.55369 -1.56545 -2.45559
C -1.38613 2.06913 -1.59552
C -1.24561 2.97828 1.27721
H -0.83503 3.81374 0.61672
C 0.38794 -0.47217 1.29462
C -0.00031 0.17495 -0.96251
N 0.69229 -1.28523 2.37931
C 1.01604 -2.13048 -0.49082
H -0.11895 0.15511 -2.02510
H -0.99071 3.15006 2.39986
C 0.50914 -0.82162 -0.14828
H -2.47270 1.87748 -1.52824
H -0.52332 0.79638 2.67953
H 1.79590 -2.97268 2.78031
C -0.72649 1.69730 0.72203
C 1.22077 -2.49025 -1.95269
H -2.35606 3.09260 1.28110
```

Results
LUMO level in eV: 0.2
HOMO in eV: -8.15
SMILES string: Cc1cc2nccc(C)c2cc1C
Molar mass in g mol⁻¹: 171.24

***

Run 2
ORCA calculation (ωB97M-V with the def2-TZVPD basis set) on C12H13N in the gas phase.

XYZ file:
```
26
C12H13N ωB97M-V with the def2-TZVPD basis set
H -0.40166 2.33071 -1.33188
C -0.02486 -1.40939 -0.49368
H 0.25060 -3.23265 -1.37726
H 1.69861 2.27584 -0.33550
C 1.10627 1.47962 0.16376
C 0.62399 -2.51491 -0.81354
C -3.50842 0.61530 0.48345
H 2.45303 -1.03746 2.10571
C -1.17124 -0.69040 -0.19214
H -4.36821 1.06792 0.70035
C -3.32938 -0.74475 0.66437
H 0.65057 1.78627 1.05668
H 2.96968 -1.44849 -0.48707
C -1.29328 0.74783 -0.47926
C 2.57393 -0.23658 1.37027
H 3.78085 0.12114 -0.59274
C 1.62990 0.14328 0.35195
H 1.59301 -2.78974 -0.59695
H 3.10763 0.56228 1.86171
C -2.52545 1.29580 -0.25066
H -2.60868 2.27775 -0.52768
C 2.91871 -0.50649 -0.08074
H 0.29167 1.00786 -1.82412
N -2.16835 -1.36969 0.40610
H -4.23606 -1.17493 1.10758
C -0.01287 1.44387 -0.88873
```

Results
LUMO level (spin up / spin down) in eV: -0.1 / -0.1
HOMO (spin up / spin down) in eV: -7.59 / -7.58
Molar mass in g mol⁻¹: 171.24

***

Which one sits at the top of the stability order? run 1 does.

***

Run 1
ORCA calculation (ωB97M-V with the def2-TZVPD basis set) on 4 unconnected molecules or ions with the total composition C3H13NO3.

XYZ file:
```
20
C3H13NO3 ωB97M-V with the def2-TZVPD basis set
H 0.04691 -0.77543 -1.29328
H -3.44443 1.23140 0.70162
H -0.69794 -0.19800 -2.64746
O 1.55246 1.75222 -0.25574
H 2.51320 0.48358 0.70168
C -2.81943 0.52401 1.22738
H 0.78101 1.25805 -0.60000
O 2.60612 -0.36772 1.16650
H 1.16628 2.58754 0.02648
H 1.77258 -1.75123 0.34646
C -1.52878 0.39477 -0.90797
H -2.49627 1.10956 2.08625
H 2.99572 -0.20003 2.02584
O 1.12976 -2.27136 -0.17283
N -0.42786 0.02762 -1.70280
H -2.25061 1.07497 -1.35366
H 1.44018 -3.17476 -0.05726
C -1.69736 0.06760 0.36657
H -3.50908 -0.24857 1.55895
H -0.97273 -0.59517 0.80355
```

Results
LUMO level in eV: 0.9
HOMO in eV: -8.25
SMILES string: C/C=C/N.O.O.O
Molar mass in g mol⁻¹: 111.14

***

Run 2
ORCA calculation (ωB97M-V with the def2-TZVPD basis set) on 4 unconnected molecules or ions with the total composition C3H13NO3.

XYZ file:
```
20
C3H13NO3 ωB97M-V with the def2-TZVPD basis set
H -1.66145 1.66173 -2.00313
H 1.74111 0.04356 -1.23732
H 4.47772 -2.77452 -1.09101
H 0.32238 2.52581 1.60957
O -0.76705 1.46067 -2.26462
H -0.34343 1.00108 -1.55450
C -1.33133 -0.30371 1.03240
C -2.78001 -0.05139 0.52727
H -0.38430 1.21051 2.76641
H -3.48334 -0.64202 1.10454
N -0.54502 0.92540 0.74439
O 2.59407 -0.39499 -1.23890
C -0.23486 1.60701 1.76048
H 2.86462 -0.70800 -2.10370
H -2.97731 1.01765 0.53111
H -2.86427 -0.40685 -0.49813
O 4.04805 -2.67982 -0.24243
H -0.92798 -0.98848 0.29336
H 3.47968 -1.89833 -0.20626
H -1.22727 -0.60530 2.07045
```

Results
LUMO level in eV: 0.7
HOMO in eV: -10.45
SMILES string: C=NCC.O.O.O
Molar mass in g mol⁻¹: 111.14

***

Run 3
ORCA calculation (ωB97M-V with the def2-TZVPD basis set) on 4 unconnected molecules or ions with the total composition C3H13NO3.

XYZ file:
```
20
C3H13NO3 ωB97M-V with the def2-TZVPD basis set
H -0.23234 0.92932 0.80415
H 0.03986 -1.61280 -0.91569
H 0.39650 3.30588 -1.59140
H -1.96728 -0.01743 -1.47136
H 1.21753 -1.52983 -2.08860
C -1.76362 0.29217 -0.44252
C -0.48616 0.56757 -0.19793
H 0.11329 0.72843 -2.05256
H 2.05704 -1.86470 0.83528
H -1.29242 -0.75054 3.86539
O 1.49010 -2.47478 1.31993
O 1.04350 3.83409 -2.08362
C 0.61307 0.27083 -1.16886
H -2.51500 0.66549 0.23627
H 1.97774 -3.31326 1.33809
H -2.15121 -1.97240 3.39040
O -1.81293 -1.52064 4.16186
N 0.87907 -1.15192 -1.22165
H 1.49596 0.88363 -0.95285
H 0.89731 4.73090 -1.76432
```

Results
LUMO level in eV: 0.7
HOMO in eV: -9.26
SMILES string: C=CCN.O.O.O
Molar mass in g mol⁻¹: 111.14

***

Which one sits at the top of the stability order? run 1 does.